#one
A 3-piece molecular cluster, C3H13NO2 overall. Source: the Open Molecules 2025 dataset; level of theory: ωB97M-V/def2-TZVPD.

Atoms and positions in Å:
1 C -0.46011 2.07294 0.24887
2 C 0.36590 0.96125 0.96824
3 C -0.42131 0.30896 2.11604
4 N 0.80724 0.01657 -0.05890
5 H 0.10974 2.45333 -0.61935
6 H -1.50656 1.67940 0.17794
7 H -0.65710 2.96568 0.74732
8 H 1.19712 1.57348 1.45713
9 H 0.28292 -0.21988 2.77763
10 H -0.69805 1.16120 2.81670
11 H -1.25066 -0.29368 1.92082
12 H 1.82750 0.17071 -0.23034
13 H 0.37001 0.14580 -0.91130
14 H -0.61620 -2.12437 -2.18511
15 H -0.31363 -1.16395 -3.32555
16 O -1.08154 -1.65091 -2.93739
17 H 0.05475 -3.18437 -0.78047
18 H 1.25896 -2.13937 -0.81758
19 O 0.73103 -2.73283 -1.36468

The LUMO energy comes out at 0.7 eV. As for the total charge: 0. Its spin multiplicity is 1. The orbital gap comes out at 0.3859 Ha. Its HOMO energy is -9.813 eV.

#two
A 3-piece molecular cluster, C3H13NO2 overall. Source: the Open Molecules 2025 dataset; level of theory: ωB97M-V/def2-TZVPD.

Atoms and positions in Å:
1 C 0.14654 -2.24929 -0.53309
2 C -0.21624 -0.78000 -0.26431
3 C -0.77277 0.10461 -1.40150
4 N -1.19307 -0.69313 0.90280
5 H 0.47165 -2.56835 0.44467
6 H -0.72624 -2.84475 -0.83221
7 H 0.94376 -2.24646 -1.28081
8 H 0.70110 -0.31626 0.11024
9 H -1.77968 -0.24662 -1.61207
10 H -0.80634 1.13605 -1.05910
11 H -0.00687 -0.08774 -2.16350
12 H -0.69692 -0.29091 1.69090
13 H -1.35355 -1.65443 1.20337
14 H 0.31823 2.14635 1.43097
15 H -0.70067 2.97334 2.22763
16 O -0.58069 2.10223 1.81301
17 H 2.52347 1.41628 0.25156
18 H 1.86402 2.01536 -0.94561
19 O 1.86426 2.08373 0.01704

The LUMO energy comes out at 0.5 eV. As for the total charge: 0. Its spin multiplicity is 1. The orbital gap comes out at 0.3464 Ha. Its HOMO energy is -8.957 eV.

#three
A 3-piece molecular cluster, C3H13NO2 overall. Source: the Open Molecules 2025 dataset; level of theory: ωB97M-V/def2-TZVPD.

Atoms and positions in Å:
1 C 0.98455 -1.97894 -0.68448
2 N 0.45961 -0.62842 -0.51980
3 C 1.39762 0.19357 0.25400
4 C 0.13362 0.03102 -1.76955
5 H 0.45975 -2.64575 0.00616
6 H 2.06062 -2.04157 -0.54139
7 H 0.83230 -2.33024 -1.71287
8 H 0.94559 1.17508 0.39534
9 H 1.52086 -0.23705 1.25256
10 H 2.36603 0.29161 -0.23477
11 H 0.91782 0.19760 -2.52774
12 H -0.30970 0.98997 -1.52447
13 H -0.63408 -0.56089 -2.27616
14 H -3.64616 0.59933 0.00243
15 H -3.38642 -0.38586 1.16903
16 O -4.07042 0.14079 0.73851
17 H -0.09144 2.28180 1.84460
18 H -0.11103 2.20698 3.45702
19 O 0.17088 2.70099 2.67157

The LUMO energy comes out at 0.5 eV. As for the total charge: 0. Its spin multiplicity is 1. The orbital gap comes out at 0.3440 Ha. Its HOMO energy is -8.860 eV.

What should be chosen as the most stable of them? Choose #two.

#one
C6H5As2CuF20O4 as an isolated structure. Source: the Open Molecules 2025 dataset; level of theory: ωB97M-V/def2-TZVPD.

Atoms and positions in Å:
1 Cu -0.60454 0.03306 0.62132
2 As -0.79181 -3.33786 2.45737
3 F 0.91624 -3.64019 2.84085
4 F -1.18245 -5.09136 2.78392
5 F -2.59819 -3.01535 2.15334
6 F -0.48067 -1.58479 2.10331
7 F -0.62385 -3.79401 0.70167
8 F -1.11880 -2.95064 4.22602
9 As -4.03003 -0.78272 -0.96496
10 F -5.26724 -1.21132 -2.20097
11 F -3.24624 0.27073 -2.19329
12 F -2.72391 -0.17236 0.24182
13 F -4.70707 -1.84724 0.34328
14 F -2.99012 -2.10706 -1.44441
15 F -5.06714 0.58311 -0.39930
16 O 1.59483 -0.79260 -2.43677
17 C 0.64289 -1.64967 -2.12415
18 O 0.34726 -2.71222 -2.72319
19 O -0.18795 -1.48395 -1.19763
20 H 2.08410 -1.37513 -3.02233
21 C 2.31858 1.89657 -0.06243
22 C 2.49980 0.64032 0.85517
23 C 3.77456 0.70459 1.72826
24 F 4.93614 0.74475 1.12846
25 F 3.84326 1.87040 2.50086
26 F 1.54277 0.70476 1.79278
27 F 2.35852 -0.57718 0.32331
28 O 1.03708 1.98470 -0.62492
29 C 0.57268 3.34362 -0.92043
30 C -0.73540 3.24964 -1.65001
31 F -1.68800 2.59877 -0.93213
32 F -1.26503 4.40967 -1.94416
33 F 0.51919 4.04275 0.25940
34 F 1.56419 3.95844 -1.63035
35 H 3.08256 1.76865 -0.82929
36 H 2.61004 2.81679 0.44388
37 H 3.76607 -0.17389 2.37347
38 H -0.70226 2.67834 -2.57771

The LUMO energy (spin up / spin down) comes out at 1.6 / -1.3 eV. As for the total charge: -1. Its spin multiplicity is 2. The orbital gap (spin up / spin down) comes out at 0.3613 / 0.2511 Ha. Its HOMO energy (spin up / spin down) is -8.201 / -8.091 eV.

#two
C6H5As2CuF20O4 as an isolated structure. Source: the Open Molecules 2025 dataset; level of theory: ωB97M-V/def2-TZVPD.

Atoms and positions in Å:
1 Cu -0.46102 1.58863 -0.44419
2 As -2.72837 1.93556 2.87514
3 F -1.66292 1.43305 1.49929
4 F -1.39612 3.01994 3.35729
5 F -3.64805 2.50887 4.33822
6 F -3.99897 0.84177 2.17213
7 F -1.90118 0.71538 3.93935
8 F -3.37818 3.36006 1.95811
9 As -3.37049 2.86265 -2.50693
10 F -3.67441 3.76223 -0.94820
11 F -4.40313 3.97937 -3.43311
12 F -2.94273 2.01604 -4.05159
13 F -2.30037 1.75554 -1.55913
14 F -4.69317 1.72576 -2.18693
15 F -1.96312 3.98857 -2.66764
16 O 0.83700 3.53172 -0.81379
17 C -0.02361 4.31467 -0.21588
18 O 0.38621 5.48840 -0.09863
19 O -1.13853 3.94676 0.18284
20 H 1.48330 4.20506 -1.03852
21 C 1.74172 -3.78965 -0.13256
22 C 2.29656 -4.44425 1.15832
23 C 2.72596 -5.91473 1.16291
24 F 1.77837 -6.71532 1.62140
25 F 3.42061 -6.27705 0.02627
26 F 3.51250 -3.85025 1.34108
27 F 1.47005 -4.15739 2.19709
28 O 1.86650 -2.40922 0.03020
29 C 2.07564 -1.70880 -1.22799
30 C 2.30924 -0.26804 -0.89731
31 F 2.34941 0.51214 -2.00622
32 F 1.37272 0.35389 -0.15517
33 F 3.27226 -2.08020 -1.70615
34 F 1.12988 -2.00540 -2.12746
35 H 0.68361 -4.04684 -0.08385
36 H 2.17793 -4.21444 -1.03665
37 H 3.52881 -5.91225 1.90015
38 H 3.26607 -0.05224 -0.42190

The LUMO energy (spin up / spin down) comes out at 1.6 / -1.7 eV. As for the total charge: -1. Its spin multiplicity is 2. The orbital gap (spin up / spin down) comes out at 0.3811 / 0.2475 Ha. Its HOMO energy (spin up / spin down) is -8.724 / -8.481 eV.

What should be chosen as the most stable of them? Choose #one.